Entry 1:
Formula: C21H30F3N2O6
Source: the Open Molecules 2025 dataset
Level of theory: ωB97M-V/def2-TZVPD

Geometry (Å):
C -0.248 0.848 -3.479
C -1.507 0.389 -2.719
C -1.275 0.033 -1.240
C -1.278 -1.479 -0.940
C -0.050 -1.952 -0.156
C 1.280 -1.683 -0.865
C 2.522 -1.726 0.050
C 3.610 -0.729 -0.357
C 3.158 0.664 0.239
C 2.798 1.582 -0.935
C 2.037 2.906 -0.638
C 2.034 3.303 0.822
N 0.835 3.057 1.484
O 3.034 3.717 1.399
C 1.991 0.259 1.148
N 2.178 -1.190 1.415
C 3.256 -1.540 2.426
O 3.796 -0.420 3.053
C 3.239 -0.061 4.254
F 3.771 -0.774 5.256
F 1.910 -0.293 4.268
F 3.466 1.216 4.447
H 0.415 1.390 -2.796
H -0.492 1.538 -4.288
H 0.299 0.009 -3.919
H -1.920 -0.473 -3.243
H -2.246 1.190 -2.755
H -2.099 0.468 -0.683
H -0.356 0.512 -0.870
H -1.456 -2.080 -1.836
H -2.124 -1.673 -0.269
H -0.161 -3.022 0.052
H -0.124 -1.403 0.789
H 1.432 -2.438 -1.641
H 1.209 -0.725 -1.380
H 2.877 -2.758 0.094
H 3.767 -0.720 -1.436
H 4.575 -1.039 0.058
H 4.021 1.020 0.796
H 2.237 1.029 -1.689
H 3.750 1.846 -1.403
H 2.526 3.716 -1.183
H 1.012 2.849 -1.012
H 0.896 3.331 2.457
H -0.002 3.415 1.041
H 1.017 0.438 0.694
H 1.972 0.834 2.067
H 1.320 -1.595 1.791
H 2.817 -2.234 3.145
H 4.061 -2.055 1.909
C -6.008 0.475 -1.187
C -4.827 0.450 -0.458
C -4.597 -0.764 0.488
O -3.478 -0.872 1.054
C -5.633 -1.696 0.637
C -6.856 -1.671 -0.065
C -7.034 -0.513 -1.102
O -8.045 -0.483 -1.811
O -7.774 -2.493 0.061
O -3.884 1.278 -0.503
H -6.195 1.289 -1.882
H -5.448 -2.500 1.346

Output
* net charge: -1
* E: -1678.696648 hartree
* LUMO energy: 0.875 eV

=====

Entry 2:
Formula: C21H30F3NO7
Source: the Open Molecules 2025 dataset
Level of theory: ωB97M-V/def2-TZVPD

Geometry (Å):
C 2.271 -2.408 2.692
C 1.622 -1.267 3.495
C 0.318 -1.609 4.185
O -0.850 -1.785 3.343
N -0.860 -0.971 2.242
C -1.014 0.352 2.458
C -1.023 1.235 1.406
C -0.909 0.747 0.104
C -0.919 1.727 -1.030
O -1.761 2.552 -1.090
O 0.073 1.624 -1.943
C 1.379 1.880 -1.318
C 2.279 2.524 -2.367
C 3.171 3.583 -1.699
C 2.384 4.835 -1.332
O 3.071 5.547 -0.306
C 2.526 5.290 0.966
C -0.780 -0.638 -0.088
C -0.645 -1.143 -1.495
O -1.741 -0.636 -2.234
C -1.684 -0.753 -3.598
C -0.971 -1.907 -4.244
O -2.248 0.055 -4.248
C -0.754 -1.521 1.001
C -0.582 -3.007 0.916
C -1.739 -3.786 0.226
C -2.953 -2.982 -0.079
F -3.271 -2.906 -1.370
C -3.721 -2.379 0.827
F -4.467 -1.334 0.551
F -3.801 -2.743 2.096
H 2.174 -2.194 1.629
H 3.337 -2.454 2.878
H 1.794 -3.369 2.853
H 2.306 -1.008 4.302
H 1.557 -0.364 2.892
H 0.122 -0.888 4.978
H 0.445 -2.572 4.671
H -1.096 0.700 3.472
H -1.125 2.289 1.603
H 1.774 0.931 -0.952
H 1.193 2.555 -0.486
H 2.872 1.737 -2.821
H 1.620 3.002 -3.086
H 3.652 3.149 -0.823
H 3.964 3.830 -2.400
H 1.386 4.585 -0.969
H 2.312 5.462 -2.216
H 3.101 5.881 1.673
H 1.489 5.628 1.025
H 2.610 4.235 1.245
H -0.581 -2.224 -1.545
H 0.278 -0.735 -1.910
H -1.678 -2.708 -4.432
H -0.149 -2.324 -3.666
H -0.554 -1.534 -5.171
H 0.324 -3.177 0.335
H -0.402 -3.456 1.880
H -1.395 -4.275 -0.678
H -2.036 -4.599 0.889
O -6.043 -2.433 -1.948
H -5.655 -1.847 -1.292

Output
* ΔE to the lowest compared entry with this formula, charge and spin: 0.0 kcal/mol
* E: -1698.887571 hartree
* LUMO energy: -2.281 eV

=====

Entry 3:
Formula: C21H30F4N3O14
Source: the Open Molecules 2025 dataset
Level of theory: ωB97M-V/def2-TZVPD

Geometry (Å):
C -5.272 3.230 -1.100
O -5.897 1.893 -1.187
C -6.739 1.606 -0.007
C -6.806 -0.013 0.242
C -5.962 -0.554 1.539
C -4.519 0.183 1.790
N -4.009 -0.125 3.213
C -2.865 0.866 3.512
C -1.797 0.983 2.257
N -1.942 -0.315 1.445
C -3.312 -0.330 0.776
O -3.245 0.657 -0.325
C -3.046 -0.205 -1.537
N -2.812 -0.486 -2.802
H -4.202 3.130 -0.601
H -5.919 3.966 -0.447
H -5.088 3.653 -2.185
H -6.416 2.163 0.972
H -7.839 1.998 -0.253
H -7.952 -0.272 0.451
H -6.548 -0.580 -0.774
H -5.722 -1.708 1.347
H -6.650 -0.396 2.492
H -4.534 1.351 1.712
H -3.668 -1.111 3.277
H -2.291 0.550 4.507
H -3.266 1.954 3.707
H -0.683 1.098 2.646
H -2.003 1.950 1.598
H -1.224 -0.339 0.672
H -1.779 -1.146 2.068
H -3.501 -1.424 0.404
C 2.119 -1.545 0.036
C 3.005 -2.238 1.014
O 2.341 -2.058 2.244
C 1.019 -1.973 1.925
O 0.112 -2.090 2.731
O 0.834 -1.748 0.588
F 4.210 -1.630 1.087
H 2.320 -0.470 -0.030
H 2.188 -1.976 -0.966
H 3.138 -3.307 0.819
C -2.560 -0.302 -6.314
C -1.193 0.253 -6.532
O -0.641 -0.604 -7.505
C -1.705 -1.048 -8.231
O -1.613 -1.585 -9.322
O -2.891 -0.811 -7.590
F -0.449 0.156 -5.407
H -2.574 -1.117 -5.583
H -3.274 0.464 -6.000
H -1.181 1.285 -6.899
C 5.026 0.778 3.067
C 6.313 0.575 3.790
O 6.448 1.749 4.559
C 5.172 2.155 4.811
O 4.870 2.970 5.667
O 4.270 1.533 3.992
F 7.349 0.513 2.923
H 5.145 1.351 2.142
H 4.527 -0.167 2.832
H 6.325 -0.300 4.449
C 8.752 -1.327 -1.164
C 8.137 -0.603 -0.015
O 6.789 -0.455 -0.402
C 6.534 -1.522 -1.210
O 5.414 -1.894 -1.519
O 7.686 -2.131 -1.626
F 8.677 0.628 0.124
H 9.072 -0.653 -1.966
H 9.604 -1.941 -0.860
H 8.189 -1.143 0.936

Output
* net charge: +1
* E: -2434.829403 hartree
* LUMO energy: -3.866 eV

=====

Entry 4:
Formula: C21H30F5NO2P2Re
Source: the Open Molecules 2025 dataset
Level of theory: ωB97M-V/def2-TZVPD

Geometry (Å):
Re 0.051 -0.265 -0.187
P 2.525 -0.637 -0.626
P -2.353 -0.122 -0.073
N 0.020 0.456 -1.791
H 1.595 -0.217 0.537
C 3.076 -2.055 -1.607
H 4.178 -2.092 -1.592
H 2.723 -1.926 -2.642
H 2.671 -2.990 -1.203
C 3.530 -0.660 0.918
H 4.583 -0.716 0.677
H 3.207 -1.519 1.510
H 3.292 0.241 1.487
C 3.179 0.838 -1.499
H 4.283 0.821 -1.427
H 2.783 1.757 -1.027
H 2.866 0.802 -2.562
C -3.267 -1.429 -0.950
H -4.344 -1.270 -0.923
H -3.044 -2.387 -0.493
H -2.958 -1.466 -1.990
C -3.030 -0.187 1.621
H -4.121 -0.236 1.625
H -2.730 0.690 2.189
H -2.647 -1.069 2.134
C -2.948 1.444 -0.795
H -4.036 1.528 -0.782
H -2.612 1.532 -1.830
H -2.533 2.284 -0.234
C -0.001 1.250 -2.861
C 0.070 1.586 -5.288
C 0.019 0.738 -4.193
C -0.037 2.676 -2.722
C 0.019 3.507 -3.820
C 0.074 2.984 -5.116
H 0.116 1.185 -6.314
H 0.043 -0.345 -4.314
H -0.045 3.060 -1.698
H 0.027 4.605 -3.672
H 0.116 3.653 -5.986
C -0.387 -3.544 0.835
O -0.319 -2.446 0.079
C 0.677 -4.554 0.569
H 1.234 -4.721 1.510
H 1.400 -4.116 -0.153
H 0.311 -5.504 0.203
C -0.970 -3.266 2.179
H -2.064 -3.314 2.204
H -0.658 -2.234 2.440
H -0.549 -3.916 2.966
F -1.107 2.631 6.162
C -0.696 2.192 4.955
C -1.112 2.885 3.815
F -1.947 3.929 3.903
C -0.636 2.502 2.586
F -0.949 3.174 1.463
C 0.187 1.351 2.479
O 0.372 1.012 1.223
C 0.623 0.679 3.635
F 1.490 -0.380 3.581
C 0.180 1.093 4.867
F 0.580 0.501 6.015

Output
* spin multiplicity: 4
* ΔE to the lowest compared entry with this formula, charge and spin: 13.9 kcal/mol
* E: -2283.537948 hartree
* LUMO energy (alpha / beta): 0.395 / -0.414 eV